Record 1
{
  "formula": "C3H5N3",
  "method": "the ωB97M-V functional and the def2-TZVPD basis",
  "symbols": ["N", "C", "N", "N", "C", "C", "H", "H", "H", "H", "H"],
  "coordinates": [[-1.975, -0.112, 0.033], [-0.450, -0.015, 0.016], [0.347, -1.021, 0.011], [1.701, -0.659, -0.006], [2.168, 0.555, 0.031], [-1.130, 1.111, 0.029], [-2.410, -0.485, -0.810], [-2.421, -0.430, 0.892], [2.250, -1.515, -0.040], [3.271, 0.432, 0.019], [-1.351, 2.140, -0.174]],
  "atomic_forces_ev_per_a": [[-0.357, -0.399, 0.022], [-0.043, 0.102, -0.021], [-0.180, 0.144, 0.021], [0.138, 0.334, 0.017], [0.086, -0.526, -0.037], [0.228, 0.010, 0.009], [0.117, 0.142, 0.089], [0.108, 0.097, -0.124], [-0.019, 0.186, 0.020], [-0.195, 0.077, -0.014], [0.117, -0.168, 0.018]],
  "homo_lumo_gap_ha": 0.3078,
  "spin_multiplicity": 1
}


Record 2
{
  "formula": "C30H29Br3IMnN5O",
  "method": "the ωB97M-V functional and the def2-TZVPD basis",
  "symbols": ["Mn", "Br", "C", "C", "C", "C", "C", "C", "C", "C", "C", "C", "H", "H", "H", "H", "H", "H", "C", "C", "C", "C", "C", "C", "Br", "C", "C", "Br", "C", "O", "C", "N", "H", "H", "H", "H", "H", "H", "I", "C", "C", "C", "C", "N", "C", "H", "H", "H", "H", "C", "N", "C", "C", "N", "N", "C", "C", "H", "H", "H", "H", "H", "H", "H", "H", "H", "H", "H", "H", "H"],
  "coordinates": [[0.317, -0.425, 0.232], [0.379, -0.933, 2.917], [2.242, -0.509, 3.022], [2.787, -0.518, 4.266], [4.168, -0.244, 4.399], [4.920, -0.008, 3.287], [4.346, -0.018, 1.987], [5.150, 0.163, 0.834], [4.574, 0.103, -0.400], [3.174, -0.089, -0.539], [2.312, -0.237, 0.529], [2.947, -0.240, 1.816], [2.179, -0.739, 5.133], [4.618, -0.239, 5.384], [5.985, 0.180, 3.379], [6.214, 0.342, 0.955], [5.189, 0.218, -1.287], [2.761, -0.096, -1.542], [0.134, 2.420, 2.562], [0.113, 2.803, 1.110], [0.050, 4.181, 0.773], [0.032, 4.573, -0.520], [0.100, 3.605, -1.540], [0.112, 3.899, -2.926], [-0.017, 5.696, -3.533], [0.213, 2.903, -3.841], [0.306, 1.563, -3.427], [0.475, 0.217, -4.745], [0.293, 1.183, -2.092], [0.384, -0.020, -1.689], [0.174, 2.256, -1.127], [0.160, 1.875, 0.186], [0.025, 3.303, 3.192], [1.075, 1.931, 2.813], [-0.670, 1.727, 2.796], [0.013, 4.912, 1.570], [-0.029, 5.622, -0.779], [0.229, 3.136, -4.897], [-2.238, -5.917, 0.572], [-0.491, -4.807, 0.390], [0.729, -5.414, 0.159], [1.843, -4.606, 0.064], [1.692, -3.227, 0.169], [0.513, -2.650, 0.359], [-0.558, -3.424, 0.491], [0.807, -6.489, 0.054], [2.826, -5.029, -0.094], [2.537, -2.555, 0.090], [-1.494, -2.919, 0.691], [-1.908, -1.829, -2.376], [-2.872, -0.853, -1.887], [-3.397, 0.024, -2.929], [-2.869, -0.417, -0.589], [-1.828, -0.426, 0.192], [-4.078, 0.094, -0.164], [-5.342, -0.494, -0.576], [-4.121, 0.880, 1.049], [-2.379, -2.378, -3.195], [-1.666, -2.534, -1.593], [-0.988, -1.367, -2.727], [-2.579, 0.556, -3.425], [-4.081, 0.754, -2.506], [-3.927, -0.564, -3.681], [-2.124, -0.246, 1.145], [-5.162, -1.291, -1.291], [-5.996, 0.251, -1.037], [-5.859, -0.913, 0.292], [-4.149, 0.258, 1.955], [-5.020, 1.496, 1.040], [-3.257, 1.542, 1.101]],
  "atomic_forces_ev_per_a": [[-0.082, 0.268, 0.639], [-0.109, -0.032, -0.240], [-0.063, 0.079, -0.121], [0.267, 0.042, 0.153], [-0.134, -0.028, 0.063], [0.022, 0.017, -0.130], [0.018, -0.015, -0.009], [-0.029, 0.003, 0.136], [-0.193, -0.023, -0.093], [0.214, 0.190, -0.056], [0.171, 0.207, 0.173], [0.020, -0.127, 0.176], [0.031, 0.011, -0.017], [-0.019, -0.001, -0.042], [-0.037, 0.001, -0.013], [-0.067, -0.035, -0.009], [-0.058, 0.005, 0.032], [0.039, -0.010, -0.027], [0.002, 0.073, -0.074], [-0.043, 0.373, 0.277], [-0.008, -0.250, 0.478], [-0.039, 0.229, -0.325], [0.020, -0.097, 0.044], [-0.033, 0.175, 0.230], [0.007, -0.015, 0.028], [0.035, -0.386, -0.177], [-0.031, 0.287, -0.236], [0.013, -0.030, -0.044], [-0.064, 0.459, 0.274], [0.082, -0.846, -0.014], [0.005, 0.034, -0.229], [0.089, -0.600, -0.396], [0.012, -0.027, -0.043], [0.022, -0.021, -0.003], [-0.034, -0.033, 0.009], [-0.001, -0.048, -0.005], [0.019, -0.007, -0.019], [0.001, -0.049, 0.003], [-0.052, -0.042, 0.004], [-0.190, 0.306, 0.080], [0.007, -0.230, -0.041], [0.183, 0.284, 0.050], [0.445, -0.333, -0.144], [-0.248, 0.763, -0.544], [-0.197, -0.384, 0.128], [-0.012, 0.053, 0.042], [-0.042, 0.031, -0.013], [-0.038, -0.099, -0.054], [-0.010, -0.004, -0.078], [-0.096, 0.078, -0.045], [0.088, 0.001, 0.011], [-0.007, -0.083, 0.073], [-0.013, 0.315, -0.088], [0.012, -0.478, -0.064], [0.035, 0.069, 0.036], [0.046, 0.029, 0.046], [-0.080, 0.012, -0.010], [0.005, 0.014, 0.021], [0.033, -0.095, 0.168], [0.032, 0.013, -0.002], [0.046, 0.007, -0.005], [0.020, 0.013, -0.010], [-0.010, -0.017, 0.014], [-0.010, -0.011, 0.062], [0.010, -0.003, -0.017], [0.000, 0.012, 0.008], [0.003, -0.009, -0.011], [-0.003, 0.011, 0.004], [-0.001, -0.010, -0.002], [0.002, 0.012, -0.014]],
  "homo_lumo_gap_ha": [0.2609, 0.2520],
  "spin_multiplicity": 2
}


Record 3
{
  "formula": "C21H15AlCl6N4O3",
  "method": "the ωB97M-V functional and the def2-TZVPD basis",
  "symbols": ["Al", "Cl", "C", "C", "C", "Cl", "C", "Cl", "C", "Cl", "C", "Cl", "Cl", "C", "C", "C", "C", "O", "C", "C", "O", "C", "H", "H", "H", "H", "N", "C", "N", "C", "N", "O", "C", "C", "C", "C", "C", "C", "N", "H", "H", "H", "H", "H", "H", "H", "H", "H", "H", "H"],
  "coordinates": [[-0.970, 0.280, -0.597], [0.004, 3.120, 1.755], [-0.543, 3.427, 0.153], [-0.833, 2.351, -0.677], [-1.273, 2.661, -1.958], [-1.593, 1.269, -2.891], [-1.448, 3.952, -2.431], [-2.047, 4.270, -4.012], [-1.144, 5.007, -1.569], [-1.334, 6.633, -2.096], [-0.690, 4.745, -0.276], [-0.334, 6.054, 0.780], [-4.183, -0.338, 5.795], [-3.172, -0.299, 4.398], [-1.812, -0.618, 4.512], [-0.997, -0.592, 3.408], [-1.489, -0.233, 2.132], [-0.707, -0.202, 1.100], [-2.877, 0.078, 2.039], [-3.446, 0.417, 0.787], [-2.831, 0.546, -0.276], [-3.698, 0.042, 3.180], [-1.414, -0.885, 5.480], [0.052, -0.833, 3.499], [-4.537, 0.571, 0.770], [-4.743, 0.295, 3.079], [0.429, -5.420, -0.305], [-0.242, -4.618, -0.788], [-0.989, -3.753, -1.381], [-1.165, -2.540, -1.298], [-1.412, -1.385, -1.376], [0.757, 0.185, -1.173], [1.852, -0.109, -1.661], [2.006, -1.038, -2.824], [2.724, -2.277, -2.216], [2.522, -2.477, -0.696], [3.490, -1.699, 0.216], [3.169, -0.200, 0.309], [3.007, 0.250, -1.065], [2.598, -0.606, -3.632], [1.025, -1.304, -3.212], [3.795, -2.226, -2.424], [2.340, -3.161, -2.723], [2.657, -3.541, -0.493], [1.497, -2.232, -0.414], [4.507, -1.830, -0.164], [3.451, -2.126, 1.216], [3.971, 0.362, 0.786], [2.237, -0.020, 0.847], [3.832, 0.045, -1.617]],
  "atomic_forces_ev_per_a": [[-0.483, 0.729, 0.527], [0.140, -0.155, 0.436], [-0.178, -0.265, -0.542], [-0.130, -0.143, -0.175], [0.350, 0.940, 0.877], [-0.419, -0.442, -1.371], [-0.027, 0.146, -0.005], [0.033, -0.139, -0.044], [-0.002, -0.062, 0.009], [-0.020, -0.003, -0.049], [-0.021, 0.034, -0.042], [0.035, 0.053, 0.048], [-0.140, -0.013, 0.274], [-0.113, 0.098, -0.336], [-0.060, 0.050, -0.292], [0.110, 0.054, -0.068], [-0.425, 0.044, 0.190], [0.614, -0.258, 0.350], [0.553, -0.172, 0.290], [-0.439, 0.084, 0.110], [-0.591, 0.010, -0.201], [0.192, -0.077, 0.090], [0.036, -0.023, 0.048], [0.080, -0.027, -0.034], [0.135, 0.066, -0.081], [-0.151, -0.006, 0.053], [0.446, -0.565, 0.321], [0.457, -0.142, 0.378], [-0.803, -0.722, -0.826], [-0.236, 1.775, -0.198], [0.323, -0.719, 0.230], [1.012, -0.207, 0.232], [0.161, 0.184, -0.673], [-0.137, -0.156, 0.007], [-0.142, -0.122, 0.012], [0.316, -0.104, -0.009], [-0.262, 0.128, 0.164], [0.163, -0.363, 0.399], [-0.076, 0.556, -0.304], [-0.023, 0.093, 0.035], [-0.025, 0.100, 0.005], [-0.014, -0.031, -0.025], [0.058, -0.010, -0.064], [-0.119, 0.077, 0.040], [-0.143, -0.135, 0.055], [0.098, -0.010, 0.065], [0.103, -0.089, 0.117], [-0.078, 0.008, 0.045], [0.055, 0.030, -0.023], [-0.213, -0.099, -0.047]],
  "homo_lumo_gap_ha": 0.2905,
  "spin_multiplicity": 1
}


Record 4
{
  "formula": "C7H13NO",
  "method": "the ωB97M-V functional and the def2-TZVPD basis",
  "symbols": ["C", "C", "C", "C", "C", "C", "C", "N", "O", "H", "H", "H", "H", "H", "H", "H", "H", "H", "H", "H", "H", "H"],
  "coordinates": [[1.135, 0.051, 0.334], [0.423, 0.098, 1.531], [1.240, -1.141, 1.176], [-0.811, -0.353, -0.962], [1.911, 0.865, -0.598], [-1.004, 0.837, -1.880], [-1.057, 0.136, 0.840], [-1.845, -1.018, 1.287], [-1.551, 1.278, 0.908], [0.543, 0.757, 2.380], [-1.384, -1.905, 1.114], [-1.985, -0.925, 2.290], [0.733, -2.065, 0.913], [2.209, -1.292, 1.649], [-1.731, -0.941, -0.911], [-0.040, -1.049, -1.308], [1.440, 1.831, -0.772], [2.877, 1.045, -0.104], [2.112, 0.356, -1.541], [-1.479, 1.648, -1.320], [-1.660, 0.579, -2.716], [-0.074, 1.208, -2.312]],
  "atomic_forces_ev_per_a": [[-0.422, 0.045, -0.091], [-0.064, -0.054, 0.117], [-0.151, -0.042, 0.047], [0.140, 0.117, 0.386], [-0.045, 0.046, -0.140], [0.015, -0.026, 0.046], [0.235, -0.133, -0.118], [0.136, 0.096, -0.089], [0.158, -0.125, -0.107], [0.007, -0.014, -0.056], [0.007, 0.054, -0.012], [0.031, 0.014, -0.054], [-0.010, 0.070, -0.019], [-0.046, 0.068, -0.059], [0.035, 0.010, 0.007], [0.034, -0.008, -0.035], [-0.002, -0.036, 0.018], [-0.084, -0.045, 0.017], [-0.020, 0.000, 0.051], [0.014, -0.032, 0.027], [0.035, 0.007, 0.051], [-0.001, -0.012, 0.012]],
  "homo_lumo_gap_ha": 0.2663,
  "spin_multiplicity": 1
}


Record 5
{
  "formula": "C6H10O3",
  "method": "the ωB97M-V functional and the def2-TZVPD basis",
  "symbols": ["C", "C", "C", "C", "C", "C", "O", "O", "O", "H", "H", "H", "H", "H", "H", "H", "H", "H", "H"],
  "coordinates": [[0.914, -1.043, 1.571], [1.077, 0.405, -1.954], [-1.905, 0.126, 0.456], [0.209, -0.343, -0.988], [-0.477, 0.567, 0.171], [0.514, 0.197, 1.221], [0.307, -2.220, 1.347], [-0.474, 1.938, -0.142], [-0.186, -1.476, -1.173], [-0.151, -2.203, 0.481], [0.379, 2.326, 0.077], [1.689, -1.138, 2.320], [1.112, 1.019, 1.588], [1.935, 0.826, -1.438], [1.403, -0.261, -2.747], [0.503, 1.221, -2.387], [-2.600, 0.660, -0.187], [-2.094, -0.932, 0.294], [-2.156, 0.332, 1.492]],
  "atomic_forces_ev_per_a": [[-0.808, 0.633, 1.177], [0.392, -0.413, 0.059], [-0.235, 0.112, -0.002], [-2.605, 1.781, -0.577], [0.653, -1.986, -1.023], [0.806, -0.252, 0.249], [0.237, -0.109, -0.561], [-0.022, 0.003, 0.030], [0.643, -0.152, 0.262], [-0.018, 0.061, 0.149], [0.010, -0.043, 0.008], [0.194, -0.022, -0.080], [0.214, 0.003, 0.216], [0.159, 0.132, -0.028], [0.112, -0.066, 0.038], [-0.093, 0.059, 0.106], [0.027, 0.167, -0.072], [0.357, -0.098, -0.062], [-0.024, 0.187, 0.109]],
  "homo_lumo_gap_ha": 0.3455,
  "smiles": "CC(=O)[C@](C)(O)/C=C\\O",
  "spin_multiplicity": 1
}


Record 6
{
  "formula": "C9H14N2",
  "method": "the ωB97M-V functional and the def2-TZVPD basis",
  "symbols": ["C", "C", "C", "C", "C", "C", "C", "C", "C", "N", "N", "H", "H", "H", "H", "H", "H", "H", "H", "H", "H", "H", "H", "H", "H"],
  "coordinates": [[2.986, -0.265, -0.845], [2.288, -1.405, -0.994], [-1.142, -0.923, 0.151], [-1.634, -0.452, -0.952], [1.510, 1.139, 0.200], [0.358, -1.223, 0.274], [-2.981, 0.107, -1.097], [0.743, 2.409, 0.176], [0.817, -1.657, 1.594], [2.406, 0.963, -0.643], [0.935, -1.393, -0.840], [4.026, -0.234, -1.012], [2.756, -2.278, -1.304], [-1.814, -1.106, 1.021], [-0.971, -0.488, -1.828], [1.666, 0.556, 1.104], [-2.853, 1.281, -0.991], [-3.405, -0.002, -2.114], [-3.638, -0.325, -0.386], [1.258, 3.303, 0.723], [-0.092, 2.362, 0.719], [0.501, 2.825, -0.874], [0.453, -2.605, 1.775], [0.600, -0.987, 2.448], [1.846, -1.711, 1.604]],
  "atomic_forces_ev_per_a": [[0.089, -0.211, 0.622], [0.196, 1.484, 1.202], [1.092, -0.992, 2.520], [0.193, 0.190, -2.109], [0.915, 1.617, 1.490], [-3.257, -0.949, -1.353], [0.194, 2.599, -1.455], [2.646, 2.983, -1.893], [0.187, 2.590, 1.033], [0.591, -0.222, -2.640], [-0.400, -0.053, -0.247], [1.053, -0.145, -0.473], [0.756, -1.421, -0.795], [0.753, 0.425, -0.398], [-0.159, 0.511, 0.351], [-1.182, -0.086, 0.358], [-0.595, -2.247, 0.122], [0.234, -0.184, 0.497], [-0.844, 0.070, 0.802], [-0.171, -1.665, -0.964], [-3.703, -0.550, 1.875], [0.525, -1.049, 1.573], [-1.100, -2.075, 0.509], [-0.503, -0.267, -0.533], [2.490, -0.352, -0.094]],
  "homo_lumo_gap_ha": 0.3104,
  "smiles": "C/C=C/C(C)=N/C=C\\N=C\\C",
  "spin_multiplicity": 1
}


Computed values of energy above the lowest of the compared OMol25 structures with the same formula, charge and spin (unit: kJ/mol) for the preceding records, in sequence: 633.7, 33.2, 57.8, 558.7, 122.2, 373.2.
Computed values of DFT total energy (unit: Ha) for the preceding records, in sequence: -281.34870, -10680.36306, -4257.74030, -404.31465, -460.30386, -460.71033.